--- w ---
An isolated molecule of C6H11N, computed with ωB97M-V/def2-TZVPD.

Calculated values
SMILES = CCC=C=NCC
HOMO energy = -0.3196 hartree
Frontier orbital gap = 9.72 eV
LUMO energy = 1.02 eV

Geometry as ORCA input:
```
! wB97M-V def2-TZVPD RIJCOSX def2/J DEFGRID3
* xyz 0 1
C -0.077 -0.710 0.644
H -1.043 0.984 -2.681
H 1.791 -1.740 2.275
H 3.208 -0.839 1.684
H 1.154 0.650 1.741
H 1.672 0.399 0.077
C -1.547 1.433 -0.662
H -2.101 1.088 0.219
H -0.563 1.788 -0.333
N -0.898 -0.870 -1.725
H -2.585 0.299 -2.134
H -0.742 -0.999 1.451
C 2.218 -1.218 1.412
C -0.451 -0.957 -0.585
H 2.328 -1.951 0.606
C -1.546 0.481 -1.853
C 1.268 -0.115 0.960
H -2.084 2.278 -1.094
*
```

--- x ---
An isolated molecule of C6H11N, computed with ωB97M-V/def2-TZVPD.

Calculated values
SMILES = C1C[C@H]2CC[C@@H]1N2
HOMO energy = -0.3466 hartree
Frontier orbital gap = 10.42 eV
LUMO energy = 0.99 eV

Geometry as ORCA input:
```
! wB97M-V def2-TZVPD RIJCOSX def2/J DEFGRID3
* xyz 0 1
C -0.558 0.114 -1.199
C -1.619 -0.288 -0.008
H 1.277 1.343 -1.433
H 2.475 0.135 0.243
H -1.646 -1.445 0.203
C -0.689 0.251 1.072
H -2.410 0.473 0.119
H -0.456 -0.693 -2.005
H 1.270 -1.103 1.848
H -1.172 0.947 -1.700
N -0.142 1.417 0.240
H -1.304 0.427 2.051
C 0.558 -0.906 0.923
H 0.103 -2.013 0.728
H 0.758 1.898 0.729
H 1.552 -1.054 -0.946
C 0.602 0.803 -0.725
C 1.400 -0.305 -0.140
*
```

--- y ---
An isolated molecule of C6H11N, computed with ωB97M-V/def2-TZVPD.

Calculated values
HOMO energy = -0.2870 hartree
Frontier orbital gap = 8.33 eV
LUMO energy = 0.52 eV

Geometry as ORCA input:
```
! wB97M-V def2-TZVPD RIJCOSX def2/J DEFGRID3
* xyz 0 1
H 2.206 -1.406 -0.586
H 1.736 0.795 1.501
C -0.268 0.262 -1.286
H -0.396 1.100 -1.961
C 0.633 0.000 -0.198
C 1.516 1.048 0.460
C -1.532 1.191 0.229
H -2.601 1.362 0.137
H -0.916 2.030 0.503
H -2.095 -1.704 -0.594
H 2.470 1.092 -0.074
C 1.226 -1.400 -0.101
H 1.358 -1.688 0.945
H 1.086 2.047 0.429
H -2.346 -1.210 0.984
H 0.600 -2.145 -0.584
N -1.677 -1.299 0.231
C -0.999 -0.077 -0.034
*
```

--- z ---
A structure of composition C6H11N, computed with ωB97M-V/def2-TZVPD.

Calculated values
HOMO energy = -0.2956 hartree
Frontier orbital gap = 9.05 eV
LUMO energy = 1.01 eV

Geometry as ORCA input:
```
! wB97M-V def2-TZVPD RIJCOSX def2/J DEFGRID3
* xyz 0 1
H -3.548 -0.593 0.228
H 1.587 -2.110 0.492
H -3.022 1.349 -0.389
C -2.641 0.102 0.036
H -0.356 -0.434 1.189
N -1.376 -0.553 -0.649
C -0.142 0.420 -0.736
H 0.393 1.115 1.198
H 2.640 0.231 -0.906
H 0.460 -0.129 -1.515
H -2.611 0.228 1.289
H 2.909 0.216 0.750
C 0.729 1.300 0.023
C -0.298 -0.864 0.337
C 2.086 0.179 -0.051
C 1.119 -1.291 -0.028
H 1.174 -1.638 -1.154
H 0.898 2.470 -0.113
*
```

Most stable structure, least stable structure: w, z.

--- w ---
An isolated molecule of C6H11N, computed with ωB97M-V/def2-TZVPD.

Calculated values
SMILES = C=N/C=C/CCC
HOMO energy = -0.3196 hartree
Frontier orbital gap = 9.03 eV
LUMO energy = 0.34 eV

Geometry as ORCA input:
```
! wB97M-V def2-TZVPD RIJCOSX def2/J DEFGRID3
* xyz 0 1
H 0.390 1.343 -3.895
H 1.102 -1.284 -0.763
C -0.164 -0.810 2.101
C 0.702 -0.325 -1.084
H -0.803 1.005 -0.379
H -1.894 0.273 2.771
H 0.190 1.291 1.829
H -2.061 -0.654 1.204
H 0.228 -0.931 3.107
N 0.763 0.018 -2.457
C 0.440 0.370 1.308
C 0.321 1.154 -2.829
H 0.044 -1.751 1.604
H -0.147 1.906 -2.196
C 0.025 0.343 -0.116
C -1.716 -0.662 2.245
H -2.186 -1.493 2.770
H 1.526 0.248 1.386
*
```

--- x ---
A cluster of 2 separate species, C6H11N in total, computed with ωB97M-V/def2-TZVPD.

Calculated values
HOMO energy = -0.3297 hartree
Frontier orbital gap = 9.45 eV
LUMO energy = 0.48 eV

Geometry as ORCA input:
```
! wB97M-V def2-TZVPD RIJCOSX def2/J DEFGRID3
* xyz 0 1
H -1.388 1.457 -0.300
C 1.045 -0.298 0.496
H -3.339 0.049 -0.259
H 0.136 -0.936 -1.347
H 2.790 -1.079 -0.460
H 0.600 0.754 -1.332
H -1.607 0.372 1.425
C 0.175 -0.045 -0.718
H 2.814 0.675 -0.180
C -1.157 0.386 -0.189
C 0.750 0.687 1.558
C 2.526 -0.290 0.249
H -2.215 -1.326 -0.709
C -2.403 -0.251 -0.744
H 0.797 -1.257 0.972
N 0.034 1.685 1.472
H -2.468 0.053 -1.795
H 3.110 -0.460 1.157
*
```

Most stable structure, least stable structure: w, x.

--- w ---
An isolated molecule of C6H11N, computed with ωB97M-V/def2-TZVPD.

Calculated values
SMILES = C/C=C/C(C)=C/N
HOMO energy = -0.2694 hartree
Frontier orbital gap = 8.39 eV
LUMO energy = 1.06 eV

Geometry as ORCA input:
```
! wB97M-V def2-TZVPD RIJCOSX def2/J DEFGRID3
* xyz 0 1
H 0.545 -1.849 2.175
C -1.610 1.346 -2.354
H -1.668 2.402 -2.074
C 0.208 -0.300 0.679
N 2.535 -0.354 1.432
C -0.648 0.653 -1.440
H 2.271 -0.955 2.198
H -0.869 -0.938 2.452
H -2.595 0.890 -2.344
C -0.266 -1.360 1.638
H -1.347 1.367 -3.408
H 0.250 0.292 -1.929
C 1.536 -0.134 0.468
H 1.977 -0.077 -0.525
C -0.799 0.385 -0.147
H -0.818 -2.155 1.140
H -1.809 0.397 0.254
H 3.108 0.392 1.785
*
```

--- x ---
An isolated molecule of C6H11N, computed with ωB97M-V/def2-TZVPD.

Calculated values
SMILES = CCC(C)(C)C#N
HOMO energy = -0.4139 hartree
Frontier orbital gap = 12.05 eV
LUMO energy = 0.79 eV

Geometry as ORCA input:
```
! wB97M-V def2-TZVPD RIJCOSX def2/J DEFGRID3
* xyz 0 1
H 2.289 0.622 1.192
H 2.334 0.930 -0.551
C -1.748 -0.924 0.338
H 3.049 -0.545 0.085
H -1.897 1.365 -1.093
H 1.000 -1.464 0.801
C -0.912 0.877 -1.192
N -0.056 1.539 2.121
C 0.917 -0.695 0.013
H -0.971 0.245 -2.085
H -1.612 -1.478 1.271
H 1.066 -1.213 -0.941
H -1.888 -1.632 -0.485
H -0.189 1.677 -1.367
C 2.202 0.150 0.205
C -0.375 0.910 1.210
C -0.538 0.019 0.053
H -2.701 -0.374 0.442
*
```

Most stable structure, least stable structure: x, w.

--- w ---
The ion C5H6N with charge +1, computed with ωB97M-V/def2-TZVPD.

Calculated values
SMILES = C=CC1=C2C[N@@H+]12
HOMO energy = -0.5418 hartree
Frontier orbital gap = 8.43 eV
LUMO energy = -6.32 eV

Geometry as ORCA input:
```
! wB97M-V def2-TZVPD RIJCOSX def2/J DEFGRID3
* xyz 1 1
H 0.146 1.931 2.628
C 0.587 1.348 0.670
C -0.038 -1.483 -1.408
H 0.569 -2.433 -1.174
H -0.732 0.350 1.878
C -0.024 1.134 1.817
C 0.410 0.330 -0.299
N -0.504 -0.771 -0.343
H 1.181 2.186 0.473
C 0.624 -0.142 -1.552
H -1.481 -0.573 -0.558
H -0.738 -1.877 -2.133
*
```

--- x ---
The ion C5H6N with charge +1, computed with ωB97M-V/def2-TZVPD.

Calculated values
SMILES = C[N+]1=CC=C=C1
HOMO energy (spin up / spin down) = -0.5507 / -0.5611 hartree
Frontier orbital gap (spin up / spin down) = 8.71 / 7.79 eV
LUMO energy (spin up / spin down) = -6.28 / -7.48 eV

Geometry as ORCA input:
```
! wB97M-V def2-TZVPD RIJCOSX def2/J DEFGRID3
* xyz 1 1
C -1.600 -0.386 -1.126
H -1.836 0.892 0.891
C 0.438 -0.625 -0.806
H -0.459 -1.411 -2.640
C -0.623 -1.143 -1.624
H 0.261 1.209 2.035
H 1.464 1.245 0.816
H 1.414 -0.186 1.821
C 0.846 0.565 1.309
C -1.385 0.181 0.213
N -0.028 0.100 0.258
H 1.507 -0.441 -1.147
*
```

Most stable structure, least stable structure: x, w.

--- w ---
The ion C5H6N with charge +1, computed with ωB97M-V/def2-TZVPD.

Calculated values
HOMO energy (spin up / spin down) = -0.4918 / -0.4899 hartree
Frontier orbital gap (spin up / spin down) = 7.66 / 7.68 eV
LUMO energy (spin up / spin down) = -5.73 / -5.65 eV

Geometry as ORCA input:
```
! wB97M-V def2-TZVPD RIJCOSX def2/J DEFGRID3
* xyz 1 1
H -1.642 0.261 -0.564
H -0.394 1.265 0.378
C 0.513 0.037 -1.300
H 1.054 -0.581 3.696
H 1.257 0.591 -1.734
C -0.258 -0.815 0.517
C -0.597 0.380 -0.271
C 0.957 -1.028 -0.434
N 0.253 -0.627 1.744
H -0.064 -0.237 -2.285
H -1.028 -1.475 0.718
C 0.944 -0.509 2.659
*
```

--- x ---
A structure of composition C5H6N, computed with ωB97M-V/def2-TZVPD.

Calculated values
HOMO energy = -0.5288 hartree
Frontier orbital gap = 9.87 eV
LUMO energy = -4.52 eV

Geometry as ORCA input:
```
! wB97M-V def2-TZVPD RIJCOSX def2/J DEFGRID3
* xyz 1 1
H -0.636 1.464 -0.499
N -0.914 0.589 0.138
H -1.553 -1.265 -0.999
C 0.082 -1.355 0.584
H 1.374 1.359 -0.712
C -0.788 -0.720 -0.497
C 0.752 -0.779 -0.529
C 1.497 0.410 -0.188
C 0.328 0.168 0.879
H 2.382 0.350 0.346
H -1.685 0.622 0.808
H -0.157 -2.100 1.346
*
```

Most stable structure, least stable structure: x, w.

--- w ---
A cluster of 2 separate species, C5H6N in total, computed with ωB97M-V/def2-TZVPD.

Calculated values
HOMO energy = -0.4852 hartree
Frontier orbital gap = 9.25 eV
LUMO energy = -3.95 eV

Geometry as ORCA input:
```
! wB97M-V def2-TZVPD RIJCOSX def2/J DEFGRID3
* xyz 1 1
H -0.030 -0.291 -2.203
H 2.448 -1.497 -0.359
N 1.014 0.489 -0.353
C -1.148 -0.579 1.098
H 0.072 1.227 1.919
C 1.574 -0.805 -0.670
C -1.756 0.492 0.613
C 0.654 -0.364 -1.440
H 1.574 1.427 -0.562
H -2.448 0.654 -0.086
C -0.544 0.656 1.279
H -1.030 -1.560 1.488
*
```

--- x ---
A structure of composition C5H6N, computed with ωB97M-V/def2-TZVPD.

Calculated values
HOMO energy = -0.4798 hartree
Frontier orbital gap = 6.00 eV
LUMO energy = -7.06 eV

Geometry as ORCA input:
```
! wB97M-V def2-TZVPD RIJCOSX def2/J DEFGRID3
* xyz 1 1
C 2.699 0.067 -0.406
H -3.583 0.012 -0.300
H 1.092 -1.824 -0.846
H 3.699 -0.080 -0.951
N 0.700 -0.115 0.241
C 1.482 -0.811 -0.463
H -2.114 0.792 -1.248
C -2.472 0.211 -0.436
C 1.967 0.853 0.387
C -1.946 -0.715 0.204
H -1.217 -1.352 0.686
H 2.030 1.846 0.813
*
```

--- y ---
The ion C5H6N with charge +1, computed with ωB97M-V/def2-TZVPD.

Calculated values
SMILES = C=CC=C=[N+]=C
HOMO energy (spin up / spin down) = -0.5175 / -0.5175 hartree
Frontier orbital gap (spin up / spin down) = 8.06 / 8.06 eV
LUMO energy (spin up / spin down) = -6.02 / -6.02 eV

Geometry as ORCA input:
```
! wB97M-V def2-TZVPD RIJCOSX def2/J DEFGRID3
* xyz 1 1
H 0.878 2.802 -0.602
C 0.502 1.807 -0.445
H 0.597 1.741 1.715
N 0.052 -0.316 -1.044
C 0.256 0.871 -1.375
C 0.115 -1.524 -1.399
C -0.508 0.094 0.897
H -0.260 -2.295 -0.743
H -0.445 -0.476 1.816
H 0.590 -1.829 -2.330
C 0.164 1.269 0.847
H -1.407 -0.131 0.344
*
```

--- z ---
The ion C5H6N with charge +1, computed with ωB97M-V/def2-TZVPD.

Calculated values
SMILES = C1=C[C@H]2C[N+]2=C1
HOMO energy = -0.5740 hartree
Frontier orbital gap = 9.59 eV
LUMO energy = -6.03 eV

Geometry as ORCA input:
```
! wB97M-V def2-TZVPD RIJCOSX def2/J DEFGRID3
* xyz 1 1
C -1.575 -0.260 -0.221
C 1.629 -0.217 0.053
H -1.590 -0.540 -1.331
N -0.539 -0.844 0.535
H -0.984 1.343 1.274
C -0.458 0.720 0.523
H 1.562 1.858 0.002
H -2.522 -0.411 0.158
H 2.694 -0.403 0.096
C 0.620 -1.292 0.085
H 0.758 -2.385 -0.220
C 0.926 0.975 0.099
*
```

Most stable structure, least stable structure: z, x.